{
  "formula": "C8H21CsNO3",
  "method": "wB97M-V/def2-TZVPD",
  "homo_lumo_gap_ev": [2.88, 9.11],
  "total_energy_ev": -16812.34384,
  "de_lowest_kj_mol": 52.7,
  "multiplicity": 2,
  "s_squared": 0.750,
  "lumo_ev": [0.104, 0.118],
  "symbols": ["Cs", "C", "C", "O", "H", "H", "H", "H", "H", "H", "C", "O", "C", "C", "N", "C", "C", "O", "C", "H", "H", "H", "H", "H", "H", "H", "H", "H", "H", "H", "H", "H", "H", "H"],
  "coordinates": [[0.0856, -3.4075, -2.2051], [-1.0545, 1.5370, -2.6258], [-1.4166, 0.5424, -3.7581], [-0.9636, -0.8069, -3.4277], [-1.6891, 1.3582, -1.7579], [-1.5260, 2.4981, -2.8314], [-0.0069, 1.6734, -2.3574], [-0.9368, 0.7093, -4.7224], [-2.4942, 0.4918, -3.9143], [-0.3013, -1.1016, -4.0571], [-0.0865, -4.3307, 1.0842], [0.1185, -2.9696, 0.5425], [-0.1937, -1.9114, 1.4495], [-0.1898, -0.5543, 0.5870], [1.2175, -0.1299, 0.4150], [1.9896, 0.4464, 1.5350], [1.1775, 1.6246, 2.1330], [0.8650, 2.6414, 1.1059], [-0.0047, 3.6378, 1.3418], [0.3371, -4.5563, 2.0629], [0.2525, -5.0176, 0.3087], [-1.1412, -4.4739, 1.3190], [0.5822, -1.8017, 2.2071], [-1.1584, -2.1533, 1.8956], [-0.7634, 0.2339, 1.0746], [-0.6537, -0.6595, -0.3937], [1.2419, 0.5951, -0.2879], [2.9854, 0.8135, 1.2865], [2.1315, -0.3064, 2.3104], [1.9484, 2.1525, 2.6945], [0.2605, 1.3709, 2.6649], [-0.9709, 3.2890, 1.7064], [-0.0486, 4.3032, 0.4796], [0.4066, 4.2623, 2.1349]],
  "forces_ev_per_a": [[0.033, -0.024, -0.578], [-1.486, 0.110, -0.521], [1.203, -0.772, 0.442], [-0.628, 0.284, 0.824], [0.476, -0.918, 0.429], [0.535, 0.445, -0.763], [-0.129, -0.258, -0.201], [-0.138, 0.861, 0.076], [0.022, 0.122, 0.122], [0.183, 0.199, -0.415], [-0.592, 1.398, -0.095], [0.200, -1.419, 1.333], [-0.183, 1.057, -1.779], [1.138, -0.730, 1.678], [0.878, -0.211, -0.958], [-2.825, 0.253, 0.089], [1.192, 2.044, -0.755], [1.907, -3.767, -1.401], [-0.377, 1.505, 1.649], [1.002, 0.438, -0.182], [-0.021, -0.049, 0.302], [-0.393, -0.008, -0.615], [-0.065, -0.208, 0.190], [-0.137, 0.388, 0.199], [-0.341, -0.094, 0.436], [0.219, -0.383, -0.023], [-0.132, -0.113, -0.324], [-0.218, -0.205, -0.692], [-0.027, 0.053, 0.179], [-0.526, -0.013, 1.221], [0.203, -0.111, 0.207], [-0.459, 0.028, -0.329], [-0.372, -0.373, -0.211], [-0.143, 0.473, 0.465]]
}